Entry 1:
ORCA calculation (wB97M-V/def2-TZVPD) on a structure of composition C24H27CoN2O8S.

- highest occupied orbital energy (alpha / beta) (eV) = -2.0 / -4.7
- charge = -1
- gap between HOMO and LUMO (alpha / beta) (eV) = 4.88 / 7.51
- 2S+1 = 4
- electronic energy (eV) = -93148.2065
- ⟨S²⟩ = 3.800

XYZ file:
```
63
C24H27CoN2O8S, DFT wB97M-V/def2-TZVPD
Co -0.252 -0.094 0.121
C 1.353 3.959 -1.909
C 0.441 3.201 -0.977
C 0.596 3.311 0.420
C -0.218 2.623 1.285
C -1.215 1.755 0.794
C -1.377 1.632 -0.598
C -0.550 2.380 -1.464
H 1.013 4.991 -2.037
H 1.385 3.488 -2.893
H 2.373 3.989 -1.521
H 1.388 3.938 0.819
H -0.064 2.715 2.353
H -1.939 1.314 1.468
H -2.225 1.093 -1.001
H -0.673 2.268 -2.536
O -1.675 -3.734 -0.448
S -1.119 -2.424 -0.359
O -0.782 -2.070 -1.928
O 0.177 -2.271 0.322
O -2.026 -1.351 0.088
C 3.998 -7.539 -2.715
C 3.593 -6.255 -2.029
C 2.672 -6.300 -0.988
C 2.255 -5.124 -0.379
C 2.790 -3.909 -0.765
C 3.720 -3.850 -1.804
N 4.275 -2.636 -2.198
C 3.929 -1.370 -1.669
C 4.952 -0.561 -1.219
C 4.735 0.714 -0.660
C 3.411 1.112 -0.447
C 2.372 0.311 -0.860
C 2.555 -0.918 -1.588
C 1.508 -1.611 -2.246
O 1.509 -2.590 -2.958
O 0.186 -0.986 -1.974
C 4.101 -5.028 -2.466
C 5.024 -4.941 -3.654
H 3.599 -8.398 -2.176
H 5.084 -7.648 -2.771
H 3.615 -7.581 -3.738
H 2.258 -7.255 -0.679
H 1.492 -5.146 0.391
H 2.426 -2.988 -0.328
H 5.183 -2.684 -2.619
H 5.966 -0.948 -1.285
H 5.567 1.330 -0.341
H 3.192 2.030 0.089
H 1.373 0.654 -0.642
H 4.826 -4.029 -4.220
H 4.880 -5.782 -4.332
H 6.082 -4.937 -3.362
N 2.879 -2.159 2.429
C 3.324 -0.773 2.342
C 2.163 0.184 2.533
O 2.271 1.317 2.908
O 0.969 -0.330 2.173
H 3.436 -2.782 1.862
H 1.113 -1.286 1.978
H 2.871 -2.500 3.380
H 3.689 -0.580 1.329
H 4.108 -0.482 3.040
```

=====

Entry 2:
ORCA calculation (wB97M-V/def2-TZVPD) on the molecule C3H8NOP at a distorted geometry.

- highest occupied orbital energy (alpha / beta) (eV) = -9.9 / -9.9
- charge = 0
- gap between HOMO and LUMO (alpha / beta) (eV) = 9.03 / 8.73
- electronic energy (eV) = -16064.0051
- energy above the lowest of the compared OMol25 structures with the same formula, charge and spin (kJ/mol) = 294.2

XYZ file:
```
14
C3H8NOP, DFT wB97M-V/def2-TZVPD
C -1.087 0.201 -1.642
C 1.030 1.453 0.396
C -0.976 -1.598 0.678
N -0.419 1.403 0.288
O -2.762 0.493 0.567
P -1.424 0.126 0.133
H -0.042 -0.015 -1.934
H -1.582 1.029 -2.020
H 1.311 0.832 1.176
H 1.443 0.967 -0.456
H 1.318 2.450 0.453
H -1.459 -1.804 1.657
H -1.644 -2.362 0.198
H 0.158 -1.829 0.526
```

=====

Entry 3:
ORCA calculation (wB97M-V/def2-TZVPD) on a structure of composition C18H14Br2N2O2Rb at a distorted geometry.

- highest occupied orbital energy (eV) = -3.6
- charge = -1
- gap between HOMO and LUMO (eV) = 5.53
- electronic energy (eV) = -166709.8371
- energy above the lowest of the compared OMol25 structures with the same formula, charge and spin (kJ/mol) = 66.3

XYZ file:
```
39
C18H14Br2N2O2Rb, DFT wB97M-V/def2-TZVPD
Rb 0.578 0.429 -0.418
C 0.623 -2.735 5.210
C -0.337 -2.273 4.146
C -1.709 -2.447 4.235
C -2.551 -1.987 3.244
C -1.964 -1.345 2.160
Br -3.059 -0.661 0.773
N -0.671 -1.175 2.037
C 0.123 -1.629 3.001
H 0.096 -3.211 6.038
H 1.193 -1.899 5.618
H 1.344 -3.456 4.818
H -2.128 -2.952 5.100
H -3.623 -2.110 3.294
H 1.189 -1.477 2.857
O 4.080 -0.768 -2.616
C 3.022 -0.965 -2.003
O 2.717 -0.695 -0.811
C 1.921 -1.642 -2.850
C 2.298 -2.385 -3.969
C 1.331 -3.006 -4.732
C -0.005 -2.849 -4.386
C -0.295 -2.083 -3.274
N 0.633 -1.497 -2.509
H 3.351 -2.437 -4.204
H 1.612 -3.598 -5.596
H -0.804 -3.298 -4.961
H -1.326 -1.924 -2.975
Br -0.993 8.058 -0.965
C -0.799 6.171 -0.767
C -1.920 5.391 -0.533
C -1.748 4.010 -0.395
C -0.519 3.315 -0.471
C 0.554 4.206 -0.712
C 0.456 5.595 -0.861
H -2.897 5.854 -0.462
H -2.668 3.449 -0.210
H 1.571 3.815 -0.802
H 1.326 6.214 -1.046
```

=====

Entry 4:
ORCA calculation (wB97M-V/def2-TZVPD) on a structure of composition C49H46N5O5TeTi at a distorted geometry.

- highest occupied orbital energy (alpha / beta) (eV) = -1.8 / -4.6
- charge = -1
- gap between HOMO and LUMO (alpha / beta) (eV) = 3.88 / 6.62
- 2S+1 = 3
- electronic energy (eV) = -99659.4662
- ⟨S²⟩ = 2.032
- energy above the lowest of the compared OMol25 structures with the same formula, charge and spin (kJ/mol) = 252.8

XYZ file:
```
107
C49H46N5O5TeTi, DFT wB97M-V/def2-TZVPD
Ti -0.067 -1.112 0.447
C -1.933 -1.620 4.924
C -1.818 -1.482 3.423
O -0.793 -1.929 2.882
C -2.828 -0.740 2.734
C -2.721 -0.514 1.376
C -3.303 0.708 0.731
N -2.112 -1.393 0.547
N -2.289 -2.755 0.889
C -1.236 -3.488 0.831
O -0.007 -3.055 0.569
C -1.379 -4.963 1.000
C -2.617 -5.571 1.212
C -2.707 -6.948 1.333
C -1.565 -7.741 1.247
C -0.333 -7.141 1.045
C -0.241 -5.758 0.923
H -1.326 -0.840 5.395
H -1.535 -2.589 5.224
H -2.962 -1.519 5.270
H -3.533 -0.167 3.325
H -3.684 1.407 1.474
H -4.113 0.410 0.061
H -2.552 1.218 0.125
H -3.492 -4.938 1.278
H -3.674 -7.410 1.493
H -1.642 -8.818 1.333
H 0.562 -7.749 0.982
H 0.715 -5.275 0.768
C 4.236 -0.306 0.937
C 2.992 -0.779 1.634
O 1.982 -1.088 1.008
N 3.049 -0.862 2.973
C 1.832 -1.069 3.756
C 1.084 0.236 3.883
C 1.140 1.007 5.037
C 0.421 2.197 5.072
C -0.304 2.571 3.955
C -0.265 1.749 2.834
N 0.408 0.607 2.800
H 4.535 -1.057 0.206
H 5.056 -0.136 1.633
H 4.014 0.616 0.400
H 3.785 -0.334 3.414
H 2.093 -1.478 4.732
H 1.210 -1.782 3.223
H 1.727 0.679 5.888
H 0.440 2.824 5.955
H -0.869 3.493 3.926
H -0.791 2.024 1.927
C -0.933 4.630 -3.695
C -0.643 3.568 -2.661
C -0.249 3.914 -1.365
C 0.003 2.968 -0.377
C 0.523 3.346 0.955
O 1.571 2.754 1.380
C -0.112 4.388 1.730
C 0.555 4.861 2.890
C -0.007 5.835 3.696
C -1.255 6.385 3.402
C -1.939 5.913 2.276
C -1.393 4.938 1.465
C -0.147 1.606 -0.723
O -0.041 0.673 0.199
C -0.443 1.221 -2.039
C -0.727 2.232 -2.987
C -0.504 -0.192 -2.446
N -0.365 -1.207 -1.643
C -0.526 -2.557 -2.233
C 0.717 -3.107 -2.938
Te 2.533 -3.013 -1.802
C 3.177 -1.171 -2.638
C 3.937 -1.165 -3.808
C 4.343 0.038 -4.376
C 3.997 1.245 -3.778
C 3.250 1.247 -2.607
C 2.847 0.043 -2.041
C -0.721 -0.400 -3.930
C -1.950 -0.798 -4.441
C -2.117 -1.011 -5.803
C -1.053 -0.819 -6.673
C 0.167 -0.380 -6.175
C 0.329 -0.164 -4.814
H -1.022 5.612 -3.229
H -1.863 4.420 -4.226
H -0.136 4.688 -4.441
H -0.108 4.960 -1.111
H 1.520 4.430 3.120
H 0.537 6.178 4.571
H -1.686 7.155 4.030
H -2.919 6.313 2.035
H -1.967 4.572 0.621
H -1.025 1.957 -3.990
H -1.348 -2.560 -2.944
H -0.803 -3.232 -1.438
H 0.936 -2.573 -3.860
H 0.553 -4.158 -3.176
H 4.202 -2.104 -4.278
H 4.935 0.031 -5.283
H 4.308 2.181 -4.225
H 2.964 2.177 -2.128
H 2.279 0.059 -1.122
H -2.793 -0.921 -3.770
H -3.081 -1.328 -6.182
H -1.176 -1.004 -7.733
H 1.000 -0.205 -6.844
H 1.276 0.193 -4.431
```

=====

Entry 5:
ORCA calculation (wB97M-V/def2-TZVPD) on a structure of composition C10H14BClN6O4V at a distorted geometry.

- highest occupied orbital energy (alpha / beta) (eV) = -15.7 / -15.7
- charge = +2
- gap between HOMO and LUMO (alpha / beta) (eV) = 6.14 / 3.37
- 2S+1 = 4
- electronic energy (eV) = -66589.1541
- ⟨S²⟩ = 3.774

XYZ file:
```
37
C10H14BClN6O4V, DFT wB97M-V/def2-TZVPD
C -0.468 -2.673 1.002
N 0.064 -1.732 0.188
N 0.929 -2.402 -0.687
C 0.943 -3.715 -0.386
C 0.069 -3.919 0.688
B 1.737 -1.555 -1.718
N 0.809 -0.675 -2.596
N -0.061 0.226 -1.969
C -0.746 0.872 -2.961
C -0.269 0.435 -4.199
C 0.697 -0.535 -3.926
V -0.139 0.267 -0.040
N 2.551 -0.567 -0.854
N 1.923 0.351 -0.018
C 2.908 1.030 0.622
C 4.147 0.568 0.164
C 3.877 -0.436 -0.757
H 2.658 1.781 1.362
H 4.498 -1.076 -1.375
H 5.125 0.909 0.458
H 2.415 -2.260 -2.397
H 1.307 -1.132 -4.592
H 1.540 -4.415 -0.945
H -0.586 0.789 -5.167
H -0.134 -4.845 1.177
H -1.521 1.578 -2.711
H -1.197 -2.402 1.751
H -0.772 2.906 -0.328
C -1.742 2.391 -0.262
H -2.349 2.646 -1.141
H -1.725 1.273 -0.170
H -2.294 2.775 0.602
O -3.233 0.834 2.314
Cl -1.949 0.910 2.985
O -1.488 2.278 3.085
O -1.989 0.272 4.267
O -0.922 0.135 2.138
```

=====

Entry 6:
ORCA calculation (wB97M-V/def2-TZVPD) on a cluster of 3 separate species, C2H8O3 in total at a distorted geometry.

- SMILES = C=CO.O.O
- highest occupied orbital energy (eV) = -8.7
- charge = 0
- gap between HOMO and LUMO (eV) = 9.11
- electronic energy (eV) = -8345.0173
- energy above the lowest of the compared OMol25 structures with the same formula, charge and spin (kJ/mol) = 95.0

XYZ file:
```
13
C2H8O3, DFT wB97M-V/def2-TZVPD
C 1.062 -0.632 2.014
C 1.681 -1.604 1.301
O 1.840 -1.386 -0.068
H 1.185 -0.573 3.085
H 0.609 0.130 1.383
H 2.193 -2.486 1.667
H 0.978 -0.993 -0.284
O 0.070 0.616 -1.336
H 0.329 1.255 -0.656
H -0.762 1.069 -1.568
O -2.699 1.388 -1.757
H -3.341 1.804 -1.169
H -3.143 1.414 -2.613
```